40
Properties=species:S:1:pos:R:3 method="wB97M-V/def2-TZVPD" molar_mass_g_mol=293.3 lumo_ev=0.53 spin_multiplicity=1 smiles="CNC(=O)CNC(=O)[C@@H](Cc1ccc(O)cc1)NC(C)=O" de_lowest_kcal_mol=58.6 homo_energy_ev=-8.6
O -3.172 0.877 -1.680
O -3.508 -4.095 -0.832
O -0.902 -1.165 0.481
O 4.758 1.559 -0.446
C -2.033 1.263 -1.833
C -3.371 -2.894 -0.653
C -1.849 -0.460 0.654
C 2.966 0.427 0.724
C 2.825 2.770 0.148
C 1.658 0.407 1.254
C 1.479 2.757 0.597
C 3.553 1.557 0.152
C 0.836 1.543 1.065
N -3.195 -2.042 -1.697
N -3.179 -0.825 0.738
N -1.255 1.498 -0.669
C -1.413 1.507 -3.095
C -3.061 -2.514 -3.059
C -3.636 -2.222 0.733
C -0.485 1.456 1.743
C -1.572 1.006 0.774
H 5.173 2.455 -0.338
H 3.538 -0.450 0.835
H 3.157 3.733 -0.080
H 1.207 -0.496 1.714
H 0.740 3.559 0.545
H -3.390 -1.072 -1.473
H -3.824 -0.105 0.627
H -0.377 1.894 -0.881
H -1.942 1.101 -3.887
H -1.473 2.578 -3.234
H -0.354 1.123 -3.099
H -2.256 -3.256 -3.040
H -4.002 -3.006 -3.190
H -2.794 -1.604 -3.696
H -3.044 -2.724 1.543
H -4.630 -2.286 1.000
H -0.359 0.668 2.564
H -0.729 2.464 2.174
H -2.589 1.403 1.106


14
Properties=species:S:1:pos:R:3 method="wB97M-V/def2-TZVPD" molar_mass_g_mol=97.1 lumo_ev=0.86 spin_multiplicity=1 smiles="N[C@@H]1[C@@H]2C=NN[C@H]12" de_lowest_kcal_mol=101.4 homo_energy_ev=-8.5
C -1.170 -0.073 0.322
C -0.063 -0.815 0.735
C 1.073 1.039 -0.332
C 0.038 0.931 0.661
H -1.958 0.790 -1.412
H -0.502 -0.496 -1.611
H -1.889 -0.127 1.045
H 0.035 -1.343 1.707
H 1.594 -1.812 0.261
H 1.685 1.940 -0.738
H -0.021 1.510 1.481
N -1.542 -0.223 -1.181
N 1.004 -1.211 -0.309
N 1.716 -0.111 -0.629